Entry 1:
The following is a quantum chemistry calculation of a structure of composition C4H6O3Pb in a non-equilibrium geometry, from the Open Molecules 2025 dataset.

The geometry in XYZ format:
```
14
Properties=species:S:1:pos:R:3:mulliken_spin:R:1
H -3.294 0.360 -0.922 0.011
O -0.895 -0.224 0.055 0.098
C 0.529 -0.127 0.022 0.015
O 1.050 0.957 0.039 0.007
Pb 2.404 2.531 0.068 0.000
O 0.978 -1.294 -0.018 -0.006
C 2.419 -1.533 -0.013 0.000
H 2.857 -1.021 -0.875 0.000
H 2.821 -1.158 0.934 0.000
H 2.517 -2.616 -0.093 0.001
C -1.620 0.781 -0.071 0.734
C -3.035 0.909 0.039 0.085
H -3.422 0.470 0.969 0.026
H -3.307 1.964 -0.132 0.029
```

Summary:
E_HOMO (alpha / beta) = -0.84598 / -0.92671 Eh
Kohn-Sham gap (alpha / beta) = 8.1 / 10.3 eV
calculated total energy = -573.21624 Eh
energy above the lowest of the compared OMol25 structures with the same formula, charge and spin = 0.000 eV
total charge = +3
2S+1 = 2
E_LUMO (alpha / beta) = -14.90 / -14.89 eV
max |F| = 0.0787 Eh/bohr

***

Entry 2:
The following is a quantum chemistry calculation of a structure of composition C18H28Br2F12FeO8 in a non-equilibrium geometry, from the Open Molecules 2025 dataset.

The geometry in XYZ format:
```
69
Properties=species:S:1:pos:R:3:mulliken_spin:R:1
Fe -13.540 -3.034 20.574 3.833
C -9.531 -1.393 17.034 -0.001
O -10.922 -1.590 17.178 0.000
O -9.100 -2.578 17.646 0.001
C -9.075 -1.025 15.534 0.000
F -7.736 -1.073 15.331 0.000
F -9.547 -1.930 14.598 0.000
F -9.465 0.173 15.134 0.000
C -11.708 -0.349 17.243 0.000
C -13.188 -0.608 17.428 0.018
H -13.305 -1.312 18.252 -0.011
H -13.685 0.317 17.722 -0.001
H -13.721 -1.151 16.648 0.000
H -11.508 0.280 16.376 0.000
H -11.509 0.268 18.119 0.000
H -9.289 -0.541 17.671 0.000
C -11.065 -1.807 21.452 -0.007
O -12.358 -2.045 22.071 -0.007
O -11.404 -2.208 20.099 0.077
C -10.514 -0.295 21.637 0.002
F -11.399 0.515 21.049 0.000
F -10.437 0.159 22.902 0.000
F -9.403 0.031 21.014 0.000
C -12.293 -1.944 23.443 0.003
C -13.684 -2.353 23.903 0.001
H -14.487 -1.674 23.616 0.000
H -13.858 -3.375 23.567 -0.001
H -13.660 -2.420 24.990 0.000
H -11.995 -1.009 23.916 0.002
H -11.607 -2.659 23.898 -0.001
H -10.367 -2.546 21.847 0.000
C -13.380 -4.895 17.598 -0.002
O -12.243 -4.493 16.794 -0.001
O -13.169 -3.984 18.654 0.036
C -14.772 -4.755 16.912 0.002
F -14.842 -3.637 16.162 0.000
F -14.996 -5.803 16.146 0.000
F -15.792 -4.773 17.797 0.000
C -12.172 -5.114 15.518 0.000
C -10.917 -4.652 14.869 0.000
H -9.999 -4.519 15.441 0.000
H -10.810 -5.329 14.021 0.000
H -11.176 -3.669 14.474 0.000
H -12.989 -4.846 14.848 0.000
H -12.163 -6.204 15.523 0.000
H -13.051 -5.895 17.882 0.007
C -16.237 -1.905 20.510 -0.014
O -16.104 -3.293 20.417 0.007
O -14.902 -1.507 20.642 0.067
C -17.061 -1.207 19.296 -0.001
F -16.789 -1.675 18.134 0.000
F -18.380 -1.335 19.474 0.001
F -16.685 0.056 19.346 0.001
C -17.255 -4.165 20.955 0.007
C -16.835 -5.599 21.053 -0.005
H -15.994 -5.784 20.385 0.001
H -16.439 -5.852 22.037 0.001
H -17.689 -6.206 20.755 0.000
H -18.196 -4.102 20.408 0.000
H -17.556 -3.836 21.949 0.002
H -16.744 -1.627 21.434 -0.003
Br -13.840 -8.193 19.694 0.000
C -14.088 -8.201 21.663 0.001
C -13.120 -7.177 22.331 -0.032
Br -13.591 -5.328 21.886 0.018
H -13.938 -9.244 21.944 -0.001
H -15.134 -7.954 21.844 0.000
H -12.130 -7.313 21.897 0.001
H -13.050 -7.225 23.418 0.001
```

Summary:
E_HOMO (alpha / beta) = -0.00358 / -0.00357 Eh
Kohn-Sham gap (alpha / beta) = 3.5 / 3.5 eV
calculated total energy = -8914.58029 Eh
energy above the lowest of the compared OMol25 structures with the same formula, charge and spin = 0.125 eV
total charge = -2
2S+1 = 5
E_LUMO (alpha / beta) = 3.42 / 3.42 eV
max |F| = 0.1062 Eh/bohr

***

Entry 3:
The following is a quantum chemistry calculation of a cluster of 5 separate species, C2H12O5 in total in a non-equilibrium geometry, from the Open Molecules 2025 dataset.

The geometry in XYZ format:
```
19
Properties=species:S:1:pos:R:3:nbo_charge:R:1
C 2.625 1.921 2.793 -0.539
C 2.443 2.189 1.513 0.150
O 2.405 1.280 0.477 -0.700
H 2.697 2.796 3.431 0.215
H 2.439 1.013 3.348 0.214
H 2.348 3.181 1.095 0.186
H 2.693 0.434 0.845 0.481
H -3.450 -3.502 -2.756 0.471
H -2.586 -3.954 -1.517 0.481
O -2.741 -4.073 -2.456 -0.951
H -2.344 0.007 -2.134 0.470
H -0.914 -0.302 -2.004 0.491
O -1.496 0.466 -2.112 -0.964
H -0.352 -2.151 -0.256 0.469
H -1.141 -0.827 -0.156 0.506
O -1.156 -1.723 -0.563 -0.996
H -1.098 1.385 -0.260 0.502
H 0.284 1.036 0.319 0.489
O -0.657 0.826 0.392 -0.975
```

Summary:
SMILES string = C=CO.O.O.O.O
E_HOMO = -0.35824 Eh
Kohn-Sham gap = 10.2 eV
calculated total energy = -459.56016 Eh
energy above the lowest of the compared OMol25 structures with the same formula, charge and spin = 0.913 eV
E_LUMO = 0.42 eV
max |F| = 0.0280 Eh/bohr

***

Entry 4:
The following is a quantum chemistry calculation of a structure of composition C27H41NP2Zn in a non-equilibrium geometry, from the Open Molecules 2025 dataset.

The geometry in XYZ format:
```
72
Properties=species:S:1:pos:R:3:mulliken_charge:R:1
P -0.007 -1.213 -5.219 1.863
P 0.136 2.013 -4.207 1.057
C 0.621 0.140 -6.330 -1.244
C 1.204 1.286 -5.510 -1.106
H -0.187 0.455 -7.003 0.510
H 1.405 -0.299 -6.970 0.523
H 2.155 0.984 -5.036 0.370
H 1.440 2.111 -6.201 0.723
C -0.597 3.407 -5.142 -1.575
H -0.948 4.179 -4.443 0.397
H -1.444 3.080 -5.763 0.414
H 0.171 3.843 -5.799 0.461
C 1.145 2.782 -2.944 -1.726
H 1.679 3.632 -3.390 0.451
H 1.909 2.084 -2.524 0.443
H 0.486 3.179 -2.164 0.369
C -0.893 -2.272 -6.443 -1.715
H -1.231 -3.189 -5.956 0.407
H -0.219 -2.537 -7.262 0.538
H -1.760 -1.771 -6.881 0.338
C 1.633 -2.206 -5.460 -1.451
H 2.512 -1.549 -5.439 0.394
H 1.636 -2.724 -6.431 0.409
H 1.772 -2.974 -4.689 0.392
Zn 1.881 1.439 -0.519 0.242
C -1.434 0.928 -3.976 -0.329
C -1.707 -0.144 -4.993 -0.854
C -3.017 -0.875 -4.661 -1.281
C -2.906 -1.992 -3.555 -0.711
C -1.602 -2.605 -3.434 -1.529
C -0.351 -1.918 -3.529 -0.283
C -0.161 -0.725 -2.504 -0.793
C -1.232 0.351 -2.560 -1.612
C 2.277 -0.438 -0.029 -0.991
H -2.281 1.644 -3.945 0.995
H -1.850 0.310 -5.984 0.699
H -3.450 -1.362 -5.549 0.380
H -3.784 -0.153 -4.329 0.363
H -3.276 -1.564 -2.606 0.362
H -3.637 -2.773 -3.827 0.449
H -1.542 -3.681 -3.253 0.433
H 0.464 -2.627 -3.344 0.933
H 0.821 -0.269 -2.675 0.375
H -0.165 -1.136 -1.490 0.606
H -2.191 -0.048 -2.209 0.392
H -0.969 1.179 -1.875 0.600
H 3.307 -0.695 -0.315 0.354
H 1.556 -1.152 -0.459 0.322
H 2.158 -0.444 1.067 0.168
C -0.491 6.074 1.225 -0.604
C 0.181 5.522 0.124 -0.377
C 0.802 4.273 0.243 -0.727
C 0.574 3.479 1.394 0.675
C 0.005 4.109 2.540 -0.452
C -0.538 5.389 2.442 -0.574
N 0.876 2.139 1.378 -0.362
C 0.487 1.341 2.462 -0.077
C 1.448 0.567 3.161 -0.312
C 1.071 -0.256 4.227 -0.651
C -0.268 -0.333 4.611 -0.381
C -1.228 0.466 3.983 -0.644
C -0.856 1.311 2.938 -0.139
H -0.947 7.067 1.135 0.317
H 0.255 6.057 -0.825 0.367
H 1.455 3.913 -0.555 0.523
H -0.031 3.565 3.483 0.493
H -0.994 5.848 3.325 0.375
H 2.488 0.658 2.847 0.487
H 1.844 -0.822 4.753 0.346
H -0.566 -1.016 5.413 0.347
H -2.274 0.450 4.321 0.339
H -1.583 2.002 2.497 0.503
```

Summary:
E_HOMO (alpha / beta) = -0.21087 / -0.17316 Eh
Kohn-Sham gap (alpha / beta) = 5.4 / 4.0 eV
calculated total energy = -3569.90188 Eh
energy above the lowest of the compared OMol25 structures with the same formula, charge and spin = 5.422 eV
E_LUMO (alpha / beta) = -0.34 / -0.69 eV
max |F| = 0.0758 Eh/bohr

***

Entry 5:
The following is a quantum chemistry calculation of an isolated molecule of C3H4FNO in a non-equilibrium geometry, from the Open Molecules 2025 dataset.

The geometry in XYZ format:
```
10
Properties=species:S:1:pos:R:3:nbo_charge:R:1
C 1.649 -0.377 0.009 0.189
C 0.622 0.424 -0.003 -0.117
C -1.898 0.369 0.004 0.542
H 1.456 -1.500 -0.012 0.158
H 0.773 1.549 -0.037 0.233
H -0.618 -1.219 -0.110 0.401
H -1.764 1.501 0.010 0.105
N -0.657 -0.220 0.122 -0.616
O -2.935 -0.256 -0.059 -0.579
F 2.888 0.085 -0.033 -0.315
```

Summary:
SMILES string = O=CN/C=C/F
E_HOMO = -0.33708 Eh
Kohn-Sham gap = 10.1 eV
calculated total energy = -346.53732 Eh
energy above the lowest of the compared OMol25 structures with the same formula, charge and spin = 0.856 eV
E_LUMO = 0.95 eV
max |F| = 0.0400 Eh/bohr

***

Entry 6:
The following is a quantum chemistry calculation of a structure of composition C5H8O4 in a non-equilibrium geometry, from the Open Molecules 2025 dataset.

The geometry in XYZ format:
```
17
Properties=species:S:1:pos:R:3:nbo_charge:R:1
C -0.335 0.377 -0.062 0.866
C -1.287 -1.104 1.034 0.246
C 1.995 1.094 -0.107 0.047
C -2.229 -1.800 0.418 -0.613
C 2.588 0.979 -1.272 -0.456
O 0.729 -0.114 0.474 -0.543
O -0.623 0.135 -1.356 -0.716
O -0.810 1.558 0.355 -0.690
O -1.037 -1.161 2.352 -0.694
H -0.333 -0.763 -1.571 0.506
H -1.114 2.074 -0.406 0.499
H -0.267 -0.615 2.554 0.490
H 2.324 1.670 0.749 0.202
H -2.501 -1.604 -0.606 0.203
H -2.843 -2.508 0.966 0.201
H 3.570 1.409 -1.450 0.230
H 2.172 0.374 -2.071 0.222
```

Summary:
E_HOMO (alpha / beta) = -0.29884 / -0.29882 Eh
Kohn-Sham gap (alpha / beta) = 8.6 / 8.6 eV
calculated total energy = -496.08725 Eh
energy above the lowest of the compared OMol25 structures with the same formula, charge and spin = 5.861 eV
E_LUMO (alpha / beta) = 0.45 / 0.45 eV
max |F| = 0.1306 Eh/bohr

***

Entry 7:
The following is a quantum chemistry calculation of a structure of composition CH7N3O in a non-equilibrium geometry, from the Open Molecules 2025 dataset.

The geometry in XYZ format:
```
12
Properties=species:S:1:pos:R:3:mulliken_spin:R:1
C 1.108 0.778 0.213 -0.083
N 2.302 0.767 -0.165 0.351
N 0.582 -0.405 0.651 1.032
N -2.262 0.073 -0.064 0.004
O 1.194 -1.905 -0.201 0.778
H -0.375 -0.620 0.855 -0.034
H 0.269 1.509 0.251 0.003
H 2.805 1.595 -0.599 -0.015
H 1.887 -1.507 -0.706 -0.036
H -2.924 0.606 -0.513 0.000
H -1.950 -0.800 -0.590 0.000
H -2.635 -0.092 0.868 0.000
```

Summary:
E_HOMO (alpha / beta) = -0.28220 / -0.34439 Eh
Kohn-Sham gap (alpha / beta) = 8.5 / 7.6 eV
calculated total energy = -281.59812 Eh
energy above the lowest of the compared OMol25 structures with the same formula, charge and spin = 1.597 eV
2S+1 = 3
E_LUMO (alpha / beta) = 0.82 / -1.76 eV
max |F| = 0.0668 Eh/bohr

***

Entry 8:
The following is a quantum chemistry calculation of a cluster of 2 separate species, C3H4N2O in total in a non-equilibrium geometry, from the Open Molecules 2025 dataset.

The geometry in XYZ format:
```
10
Properties=species:S:1:pos:R:3:nbo_charge:R:1
O 0.561 0.614 1.990 -0.457
C -0.083 0.029 0.979 0.550
C 1.042 0.836 0.600 -0.149
N 0.107 -0.181 -2.881 -0.347
C -0.660 -0.705 -2.197 0.074
N -1.061 -0.727 0.760 -0.717
H 0.901 1.853 0.246 0.210
H 2.006 0.382 0.392 0.210
H -1.327 -1.147 -1.479 0.260
H -1.511 -0.977 1.641 0.366
```

Summary:
SMILES string = [H]/N=C1/CO1.C#N
E_HOMO = -0.40989 Eh
Kohn-Sham gap = 12.0 eV
calculated total energy = -301.37886 Eh
energy above the lowest of the compared OMol25 structures with the same formula, charge and spin = 2.949 eV
E_LUMO = 0.84 eV
max |F| = 0.0218 Eh/bohr